1.
Here is C26H51MnN4O5SSbSi3 as an isolated structure from the Open Molecules 2025 dataset. Energies are from the ωB97M-V functional and the def2-TZVPD basis.

Its total energy is -116318.255 eV. The HOMO energy (spin up / spin down) comes out at -7.85 / -7.35 eV. Its LUMO energy (spin up / spin down) is -0.0001 / -0.0009 Eh. The value obtained for the energy above the lowest of the compared OMol25 structures with the same formula, charge and spin is 0.0 kJ/mol. The value obtained for the gap between HOMO and LUMO (spin up / spin down) is 7.85 / 7.33 eV. As for the spin multiplicity: 2.

Element x y z (Å)
N: 0.97 0.87 -2.50
C: 0.55 -4.78 -2.52
H: -3.40 2.94 4.16
H: -1.14 -1.90 -2.96
N: 0.42 -8.35 1.21
H: 2.37 -4.87 -1.35
H: -1.42 -7.45 1.44
C: 0.49 -7.21 -1.33
C: -0.23 5.69 2.10
C: -1.39 3.60 -2.82
H: -1.78 3.62 3.99
H: 2.40 1.85 0.16
H: 2.26 -9.16 0.78
H: 0.51 6.39 2.51
C: 3.39 0.48 -2.20
Si: -2.26 3.53 -1.16
H: 0.21 -2.45 1.48
H: -0.19 1.10 3.84
H: 1.20 3.56 3.73
H: 2.29 4.07 -0.54
H: 2.40 -8.18 -1.50
H: -0.33 3.85 -2.73
H: -4.25 0.47 2.79
Mn: 0.26 -0.19 -0.82
C: -2.58 5.29 -0.59
H: 2.29 -2.49 -0.78
C: 1.79 4.87 0.02
H: 3.52 1.05 1.25
C: 2.97 0.93 0.32
H: 2.56 5.53 0.42
H: 2.95 -0.52 -2.24
O: -3.63 -0.76 -1.43
H: 2.38 -4.01 2.50
H: -1.44 -6.40 -0.81
H: 0.24 1.56 -2.62
H: -2.88 5.33 0.46
H: -3.57 0.00 1.23
H: 2.46 -1.06 0.52
H: 1.49 -0.09 1.31
H: 2.02 2.46 2.63
C: -2.63 3.22 3.43
N: 1.99 -0.16 0.42
C: -3.73 0.85 1.90
C: -2.45 -0.74 -1.13
H: 2.48 1.81 -3.66
C: -1.90 -1.59 0.06
H: 0.83 0.20 -3.25
Sb: -0.68 2.29 0.44
C: 1.54 -7.99 -0.88
C: -0.59 -7.60 0.76
Si: 0.69 4.22 1.40
C: 2.31 1.48 -2.63
C: 1.39 -3.98 2.05
C: -0.39 -2.59 -2.61
C: -0.42 -3.92 -3.00
C: 1.75 3.51 2.79
C: 1.52 -2.91 -1.40
O: 1.15 -2.66 1.61
S: 0.52 -6.50 -2.96
C: 3.97 0.74 -0.81
H: 1.37 -4.69 1.22
C: -0.60 -7.01 -0.50
H: -0.91 5.41 2.90
H: -1.70 5.92 -0.72
H: -3.78 1.55 -1.42
H: -1.86 4.36 -3.45
H: -3.04 4.01 2.80
N: 0.55 -2.08 -1.80
H: -1.49 2.64 -3.34
H: 1.20 5.45 -0.70
H: -0.80 6.22 1.34
H: 4.21 0.48 -2.92
C: -3.88 2.63 -1.35
C: 1.45 -8.54 0.40
O: -0.85 -1.04 0.61
H: -4.56 2.86 -0.52
H: -3.39 5.72 -1.19
Si: -2.16 1.69 2.45
H: -1.22 -4.28 -3.62
H: 0.66 -4.31 2.80
H: 4.58 1.64 -0.85
H: -0.84 -0.33 3.00
H: 4.66 -0.08 -0.56
H: 2.67 4.08 2.91
H: -4.37 2.99 -2.27
O: -2.40 -2.64 0.40
H: -4.39 1.55 1.39
H: 2.33 2.37 -2.00
H: -1.66 0.31 4.44
C: 1.56 -4.25 -1.72
O: -1.52 -0.08 -1.74
C: -1.11 0.59 3.54

---

2.
Here is a 2-piece molecular cluster, C4H12 overall from the Open Molecules 2025 dataset. Energies are from the ωB97M-V functional and the def2-TZVPD basis.

Its total energy is -4341.968 eV. The HOMO energy comes out at -11.55 eV. Its LUMO energy is 0.0421 Eh. The value obtained for the energy above the lowest of the compared OMol25 structures with the same formula, charge and spin is 54.0 kJ/mol. The value obtained for the gap between HOMO and LUMO is 12.70 eV. Its structure (SMILES) is CC.CC. As for the spin multiplicity: 1.

Element x y z (Å)
H: -0.99 1.55 -2.09
H: 0.79 -1.25 2.67
H: 2.89 0.62 1.73
H: -2.10 1.23 -0.69
H: 1.53 1.05 0.75
H: 1.47 1.13 2.46
C: 1.10 -0.83 1.71
H: -1.82 -1.15 -2.24
C: -1.75 0.89 -1.66
H: -2.59 0.90 -2.35
C: 1.81 0.48 1.64
H: 1.60 -1.69 1.24
H: -0.15 -0.50 -2.12
C: -1.14 -0.53 -1.66
H: -0.97 -1.00 -0.70
H: 0.15 -0.88 1.19

---

3.
Here is a 2-piece molecular cluster, C4H8O4 overall from the Open Molecules 2025 dataset. Energies are from the ωB97M-V functional and the def2-TZVPD basis.

Its total energy is -12464.598 eV. The HOMO energy comes out at -9.28 eV. Its LUMO energy is 0.0293 Eh. The value obtained for the energy above the lowest of the compared OMol25 structures with the same formula, charge and spin is 440.1 kJ/mol. The value obtained for the gap between HOMO and LUMO is 10.08 eV. Its structure (SMILES) is CC(=O)OO.C=CO. As for the spin multiplicity: 1.

Element x y z (Å)
H: 1.28 0.97 -0.75
H: -1.73 0.17 0.35
H: 0.01 -2.93 -0.23
C: 1.33 0.21 -1.53
O: -2.13 2.05 0.95
H: 0.25 -0.13 1.81
O: -0.75 -2.65 -0.81
H: 0.65 0.48 -2.33
C: -1.36 0.94 1.02
H: 0.03 1.56 2.47
H: 2.35 0.15 -1.88
O: 1.55 -1.77 -0.15
C: -0.31 0.78 1.80
H: -1.81 2.71 1.57
O: -0.29 -1.45 -1.36
C: 0.93 -1.09 -0.93

---

4.
Here is an isolated ion of composition C5H8N and charge +1 from the Open Molecules 2025 dataset. Energies are from the ωB97M-V functional and the def2-TZVPD basis.

Its total energy is -6791.564 eV. The HOMO energy comes out at -13.65 eV. Its LUMO energy is -0.2291 Eh. As for the net charge: +1. The value obtained for the energy above the lowest of the compared OMol25 structures with the same formula, charge and spin is 629.5 kJ/mol. The value obtained for the gap between HOMO and LUMO is 7.41 eV. As for the spin multiplicity: 1.

Element x y z (Å)
H: -0.33 -1.80 -0.58
C: 2.05 -0.08 -0.25
H: 1.94 -0.76 -1.15
H: 2.26 -0.81 0.65
H: -1.36 -1.60 1.04
C: -1.02 -1.22 0.08
H: 0.85 1.73 0.28
C: -1.77 0.86 0.16
H: -2.49 0.54 0.94
H: -1.84 1.95 -0.13
C: -1.65 -0.17 -0.86
N: -0.39 0.21 0.21
H: 2.93 0.45 -0.42
C: 0.82 0.69 0.03

---

5.
Here is a 7-piece molecular cluster, C5H23NO8 overall from the Open Molecules 2025 dataset. Energies are from the ωB97M-V functional and the def2-TZVPD basis.

Its total energy is -23424.862 eV. The HOMO energy comes out at -9.38 eV. Its LUMO energy is 0.0068 Eh. The value obtained for the energy above the lowest of the compared OMol25 structures with the same formula, charge and spin is 499.2 kJ/mol. The value obtained for the gap between HOMO and LUMO is 9.56 eV. Its structure (SMILES) is CN[C@H](C=O)[C@H](C)O.O.O.O.O.O.O. As for the spin multiplicity: 1.

Element x y z (Å)
H: 2.14 -2.57 0.85
H: -0.62 2.69 -1.54
C: 0.73 -1.25 -1.89
H: -2.28 0.19 -1.18
H: -0.83 1.85 0.91
H: -1.58 -3.22 -2.81
O: -3.56 -1.55 0.49
H: 2.14 3.14 -0.96
H: 1.37 -2.08 -1.76
H: -0.06 -1.53 -2.50
H: -2.86 -2.27 0.55
C: 0.94 -0.54 0.62
N: 0.17 -0.53 -0.62
H: 1.34 -0.50 -2.45
C: 1.19 -2.03 0.80
H: -1.81 0.48 1.43
O: -2.26 -2.66 -2.18
H: -2.03 -2.98 -1.30
H: -0.83 -1.02 -0.52
H: 3.60 0.93 2.67
H: 1.84 0.01 0.47
O: 1.27 0.77 2.57
O: -0.28 3.60 -1.67
O: -2.89 0.72 -1.65
H: -1.45 1.63 2.64
H: 1.81 1.52 2.16
O: 0.14 -2.64 0.87
O: 2.93 2.85 -0.54
O: 3.86 -0.02 2.51
H: -2.64 1.66 -1.64
H: 3.28 2.34 -1.36
H: -0.14 -0.64 2.52
H: -1.01 4.16 -1.49
H: 2.99 -0.37 2.83
C: 0.24 0.18 1.88
H: -3.82 -1.39 -0.45
C: -1.02 1.08 1.74

---

6.
Here is C48H46AsCuO3PSb as an isolated structure from the Open Molecules 2025 dataset. Energies are from the ωB97M-V functional and the def2-TZVPD basis.

Its total energy is -177967.309 eV. The HOMO energy comes out at -8.02 eV. Its LUMO energy is 0.0115 Eh. The value obtained for the energy above the lowest of the compared OMol25 structures with the same formula, charge and spin is 180.6 kJ/mol. The value obtained for the gap between HOMO and LUMO is 8.33 eV. As for the spin multiplicity: 1.

Element x y z (Å)
C: -0.94 0.38 1.63
C: -3.03 2.54 7.58
H: -3.88 2.55 8.22
H: 1.02 -3.24 -4.40
H: 3.51 1.44 4.74
H: -3.41 0.65 6.70
C: 5.87 -0.52 -3.11
H: 2.60 -1.42 -8.38
C: 1.70 -2.38 -2.56
H: 4.22 -1.83 -2.43
C: -0.93 3.72 1.19
H: -0.96 2.05 3.09
P: -1.20 1.15 -0.04
C: -3.35 2.92 -0.51
C: -5.39 1.15 0.11
C: 1.37 -3.45 -3.37
C: -0.96 3.56 6.81
C: 1.79 -1.23 -7.71
C: 1.14 -0.73 -5.38
C: 1.51 -4.77 -2.83
H: 1.32 6.25 1.09
Sb: 1.40 -0.34 -3.29
H: 1.16 -5.64 -3.45
H: -1.92 3.47 1.58
H: 2.53 -2.11 6.88
C: 2.25 -1.25 6.31
H: -3.41 -1.82 -0.56
C: -4.69 3.29 -0.68
C: -0.35 2.79 0.29
C: 6.20 0.65 -3.75
C: -2.10 3.54 7.60
H: 0.08 0.00 1.76
O: -2.35 -3.72 -3.52
H: -0.23 4.34 6.98
H: 0.30 -1.97 6.05
C: -4.05 0.73 0.29
H: -0.06 -2.96 -0.67
C: 2.82 0.70 5.09
H: -6.80 2.62 -0.71
C: 3.48 -0.02 -3.41
C: 0.93 -1.15 5.81
H: -4.93 4.25 -1.13
As: -1.33 0.05 4.54
C: -2.75 1.47 6.68
C: -1.71 -4.87 -1.06
C: 0.86 3.14 -0.27
H: 5.61 2.57 -4.55
C: -3.30 -3.00 -0.58
H: -3.41 -3.34 0.41
C: 0.87 5.32 0.86
H: 2.48 -3.94 0.37
H: -2.50 -5.40 -1.61
C: -5.77 2.39 -0.46
C: 3.18 -0.29 6.01
H: -2.50 1.36 2.92
H: 1.16 1.51 3.84
H: 3.08 1.83 -4.24
O: -1.50 -1.75 -2.88
C: 0.44 -1.49 -8.01
H: -2.63 3.56 -0.93
H: -1.54 -0.51 1.52
H: -0.89 5.68 2.10
Cu: -0.91 -0.49 -1.48
H: 4.22 -0.31 6.42
C: 3.93 1.21 -3.96
C: 2.23 -3.81 -0.71
C: 1.47 4.35 0.11
C: -1.49 1.10 2.83
C: 0.55 -0.09 4.97
C: 1.95 -4.97 -1.51
C: -0.78 2.54 5.88
H: -0.76 -5.24 -1.46
C: 2.10 -0.95 -6.34
C: -3.02 1.60 -0.09
H: -3.91 -0.24 0.76
C: 1.51 0.79 4.57
H: 0.20 -1.79 -9.04
H: -4.12 -3.43 -1.23
H: -6.15 0.40 0.39
H: -2.21 4.39 8.27
C: -0.60 -1.27 -7.05
H: -0.97 -0.94 -5.05
C: -1.70 1.47 5.80
H: 6.64 -1.24 -2.70
H: 0.08 2.58 5.24
H: 7.20 0.95 -3.91
H: -1.64 -1.64 -7.26
O: -0.93 -2.60 -0.49
H: 2.48 4.56 -0.23
H: 3.20 -0.83 -6.16
H: 1.36 2.43 -0.94
C: -1.98 -2.90 -2.66
C: -0.37 4.96 1.47
C: -1.96 -3.39 -1.20
H: -1.65 -5.17 0.04
H: 1.79 -5.94 -0.97
C: 4.49 -0.90 -2.96
C: 2.17 -2.55 -1.26
C: 5.25 1.57 -4.21
C: -0.20 -0.96 -5.75
H: 2.39 -1.67 -0.68

---

7.
Here is a 2-piece molecular cluster, C2H6NO3 overall from the Open Molecules 2025 dataset. Energies are from the ωB97M-V functional and the def2-TZVPD basis.

Its total energy is -9800.723 eV. The HOMO energy comes out at -3.07 eV. Its LUMO energy is 0.1589 Eh. As for the net charge: -1. The value obtained for the energy above the lowest of the compared OMol25 structures with the same formula, charge and spin is 528.5 kJ/mol. The value obtained for the gap between HOMO and LUMO is 7.39 eV. As for the spin multiplicity: 1.

Element x y z (Å)
O: 1.62 0.32 -0.82
O: 0.69 -1.73 0.14
H: -1.92 0.56 0.52
H: -1.42 -0.27 -1.17
N: 0.18 -0.63 0.71
H: 0.22 1.87 -0.57
C: 1.03 0.55 0.30
H: 1.27 -1.19 -0.61
O: 0.31 1.79 0.35
C: -1.60 -0.32 -0.14
H: 1.66 0.38 1.21
H: -2.04 -1.34 0.07

---

8.
Here is C30H35ClNPSSiTi as an isolated structure from the Open Molecules 2025 dataset. Energies are from the ωB97M-V functional and the def2-TZVPD basis.

Its total energy is -96795.366 eV. The HOMO energy comes out at -14.42 eV. Its LUMO energy is -0.2712 Eh. As for the net charge: +2. The value obtained for the energy above the lowest of the compared OMol25 structures with the same formula, charge and spin is 15.6 kJ/mol. The value obtained for the gap between HOMO and LUMO is 7.05 eV. As for the spin multiplicity: 1.

Element x y z (Å)
H: 5.49 -0.72 1.40
C: -0.01 1.56 -3.75
H: -0.32 1.98 -4.70
C: 3.68 2.23 1.77
C: -0.33 -3.91 4.51
H: 0.61 4.59 -4.65
H: 5.66 0.78 0.48
H: -1.88 5.81 -1.40
H: 0.88 -0.92 5.58
N: 0.81 0.44 -1.44
H: -3.58 0.88 -1.53
C: 0.95 -0.27 -2.58
H: -2.83 -3.17 -0.13
C: 0.42 -4.16 -0.34
H: 3.79 2.67 0.78
H: 2.99 -1.06 0.78
H: 2.69 2.52 2.14
Si: -0.94 4.08 -2.79
C: 0.24 -5.35 -1.03
C: -0.69 -3.37 -0.02
H: 6.00 0.76 2.21
C: -2.46 3.82 -3.82
C: 0.27 1.68 -1.43
Cl: 0.75 0.21 3.02
H: -0.01 6.05 -3.90
C: -3.60 0.53 1.84
C: -2.14 -4.96 -1.07
H: 3.33 0.28 -0.34
H: -2.92 4.79 -4.02
H: 0.29 -3.18 6.43
C: -1.04 -5.75 -1.39
C: -0.18 2.31 -2.59
H: -1.73 -0.71 -1.30
H: -3.20 3.21 -3.30
C: 0.31 -1.44 3.58
H: -4.14 0.87 2.71
C: 3.88 0.72 1.73
H: -2.07 4.26 -0.58
H: 1.27 5.14 -3.10
C: -3.28 0.54 -0.55
C: 0.49 -1.68 4.92
H: -0.89 -4.37 2.49
Ti: 0.99 0.23 0.54
P: -0.42 -1.90 0.94
H: -3.13 -5.28 -1.36
C: -0.51 -3.62 3.16
H: -0.51 5.10 -0.55
C: -1.85 -0.80 0.86
H: 1.42 -3.85 -0.05
H: -2.29 -0.73 2.97
C: -3.96 0.99 0.58
C: 2.99 0.05 0.68
C: 0.55 0.28 -3.77
C: -2.55 -0.37 1.98
C: -1.38 4.86 -1.17
H: -4.77 1.69 0.48
H: -1.18 -6.67 -1.93
H: -2.25 3.36 -4.79
H: 1.39 -1.25 -2.49
C: -0.19 -2.35 2.67
C: 0.16 -2.95 5.38
H: -0.58 -4.90 4.88
S: 0.21 2.38 0.22
C: 0.35 5.05 -3.69
H: 1.10 -5.96 -1.28
H: 4.42 2.69 2.42
C: -2.23 -0.35 -0.41
H: 3.61 0.30 2.71
C: 5.34 0.36 1.44
H: 0.66 -0.28 -4.69
C: -1.97 -3.77 -0.38

---

9.
Here is C45H46ClIN3O8PtS2Se as an isolated structure from the Open Molecules 2025 dataset. Energies are from the ωB97M-V functional and the def2-TZVPD basis.

Its total energy is -179146.984 eV. The HOMO energy (spin up / spin down) comes out at -4.70 / -5.02 eV. Its LUMO energy (spin up / spin down) is 0.0730 / -0.0168 Eh. As for the net charge: -1. The value obtained for the energy above the lowest of the compared OMol25 structures with the same formula, charge and spin is 277.2 kJ/mol. The value obtained for the gap between HOMO and LUMO (spin up / spin down) is 6.69 / 4.57 eV. As for the spin multiplicity: 5.

Element x y z (Å)
H: -0.70 4.32 5.73
O: -0.66 -0.13 2.43
I: -5.96 3.61 2.25
H: 4.05 -0.23 -3.56
H: 3.39 -0.50 -1.13
C: -3.94 3.76 1.61
H: 2.61 3.03 2.38
H: -2.62 3.23 8.06
N: 1.15 1.56 2.22
C: 3.57 1.20 1.72
H: -1.79 6.35 1.11
N: 2.06 -1.46 -2.39
H: 3.63 -2.23 -1.30
C: 0.96 -3.10 1.04
C: -3.09 2.56 1.46
O: 3.12 0.76 0.64
C: 0.30 4.56 0.98
C: -4.37 2.48 -1.13
H: -1.16 4.23 8.09
H: -1.70 -3.04 -4.00
O: -7.13 1.74 -1.36
C: -1.62 2.95 1.29
C: 0.54 -5.47 1.40
C: 0.12 0.39 -5.99
H: -1.95 -0.54 -3.30
H: 1.07 -1.53 -6.38
H: 5.35 -1.92 -4.65
C: 4.44 -1.03 -2.92
C: -0.48 0.47 5.65
H: -2.70 3.67 -1.69
C: -1.09 -0.23 -5.27
C: 1.43 -2.65 -2.71
H: 5.16 -3.60 -2.09
S: -1.60 0.85 -0.44
H: 6.60 -2.77 -2.69
H: 2.79 -4.24 -2.15
H: -4.16 5.86 1.60
H: 1.20 -1.00 0.64
C: 1.84 -3.97 -2.58
N: 0.09 -0.94 -3.20
C: 0.18 -2.32 -3.22
C: -0.31 -4.62 -3.51
C: -3.13 2.96 -0.99
H: -0.87 0.86 -3.41
H: -0.40 -0.61 5.60
C: -0.08 1.22 4.56
H: 2.89 -2.41 1.71
C: -1.02 -0.17 -3.74
C: 2.45 1.97 2.60
H: -0.19 0.63 -7.01
H: 0.39 1.32 -5.49
H: -1.20 -1.28 -5.59
O: -6.48 -0.34 -1.02
C: 3.40 -1.32 -1.84
H: -0.44 -1.72 0.17
C: -2.36 2.38 0.12
C: 1.21 -0.43 -2.65
H: 0.15 3.18 3.72
C: -3.49 5.02 1.46
H: 5.90 -4.11 -3.61
H: -0.11 -6.33 1.33
H: 2.67 1.74 3.65
H: -1.20 2.69 8.96
Pt: 0.77 1.44 0.07
H: 5.33 -0.65 -2.43
H: -6.85 2.64 -1.12
H: -5.30 0.00 1.15
C: 5.67 -3.24 -2.99
O: 1.47 -0.62 3.53
H: -0.88 -4.11 0.54
O: 0.84 3.73 0.15
C: -0.72 -3.30 -3.63
H: -2.84 0.49 1.93
C: -2.09 5.32 1.22
Se: 1.53 1.38 -2.34
H: 1.86 -0.59 -5.10
S: 0.51 0.37 3.10
C: 2.25 -3.28 1.60
C: 0.95 -4.94 -2.99
C: -1.53 3.21 8.06
H: -4.96 2.81 -1.98
O: 0.85 5.54 1.47
C: 2.67 -4.52 2.03
C: -0.95 1.11 6.78
H: 1.22 -5.98 -2.89
H: -1.99 0.30 -5.56
C: -3.64 1.23 1.90
C: -6.23 0.83 -0.93
H: -0.98 -5.41 -3.82
H: -0.92 2.26 1.71
C: -0.64 3.24 5.72
C: -4.66 0.83 0.87
O: 4.68 1.16 2.22
C: -1.19 4.33 1.24
C: 0.11 -4.24 0.96
H: 3.66 -4.65 2.46
C: -0.16 2.60 4.58
H: -4.10 1.24 2.89
C: 1.82 -5.61 1.92
H: 3.89 -2.75 -4.11
Cl: 2.35 -7.17 2.47
C: -4.98 1.40 -0.32
C: 0.55 -1.86 0.57
H: -1.25 0.54 7.65
C: 4.80 -2.25 -3.76
C: -1.03 2.51 6.83
H: 2.06 -0.13 -6.79
C: 1.35 -0.52 -6.06

---

> Which value of spin multiplicity does entry 4 give?

1

---

> What is the spin multiplicity in the eighth record?

1

---

> Look up the spin multiplicity of the ninth one.

5